No. 1
{"formula": "C37H33LaN4O2P2S2", "method": "ωB97M-V/def2-TZVPD", "e_lumo_ev": 0.2, "relative_energy_kcal_mol": 32.34, "total_charge": 0, "species": ["La", "S", "S", "P", "P", "O", "O", "N", "N", "N", "N", "C", "C", "C", "C", "C", "C", "C", "C", "C", "C", "C", "C", "C", "C", "C", "C", "C", "C", "C", "C", "C", "C", "C", "C", "C", "C", "C", "C", "C", "C", "C", "C", "C", "C", "C", "C", "C", "H", "H", "H", "H", "H", "H", "H", "H", "H", "H", "H", "H", "H", "H", "H", "H", "H", "H", "H", "H", "H", "H", "H", "H", "H", "H", "H", "H", "H", "H", "H", "H", "H"], "coordinates": [[-1.742, -0.878, -0.240], [-1.291, 0.083, 2.429], [0.550, -1.362, -2.122], [0.220, 1.161, 1.602], [1.206, 0.311, -1.205], [-5.761, -0.975, -1.837], [-4.153, -0.457, -0.371], [-2.670, 0.888, -2.107], [-1.677, -3.299, 0.847], [-2.688, -2.911, -1.684], [-3.834, -3.718, 0.105], [1.711, 3.817, -3.294], [5.393, -0.489, 0.405], [-0.307, 3.815, 0.979], [4.026, 0.073, 3.939], [-2.510, -2.722, -3.006], [-2.821, -3.968, 0.973], [-3.770, -3.482, -1.262], [-4.849, -3.759, -2.022], [0.102, 0.863, -0.084], [-4.058, 0.580, -2.569], [-2.094, -4.785, 3.099], [-3.045, -4.749, 2.113], [3.345, -1.335, -0.582], [-0.825, 4.602, 3.605], [1.771, 1.573, -2.455], [3.080, -0.904, 3.598], [-0.684, -3.432, 1.769], [3.802, 1.343, 3.547], [4.616, -1.517, -0.085], [1.247, 2.846, -2.369], [-0.907, -4.083, 2.958], [-0.377, 3.329, 3.349], [2.784, 3.467, -4.109], [-4.733, -0.388, -1.521], [-3.490, -3.065, -3.870], [2.634, 1.704, 2.860], [3.317, 2.175, -4.180], [3.660, 1.009, -0.265], [1.970, -0.578, 2.941], [1.715, 0.713, 2.499], [4.962, 0.830, 0.219], [-0.667, 5.128, 1.217], [-1.014, 5.497, 2.555], [2.886, -0.053, -0.697], [-0.136, 2.889, 2.022], [-4.721, -3.548, -3.399], [2.772, 1.205, -3.361], [-4.737, 1.419, -2.615], [3.228, 2.078, -0.437], [-3.989, -0.028, -3.509], [-1.392, 6.484, 2.870], [-0.184, -4.188, 3.725], [-5.506, -3.803, -4.086], [-4.731, -4.119, 0.348], [-5.744, -4.124, -1.570], [2.640, -2.147, -0.767], [-0.217, 2.609, 4.110], [6.438, -0.671, 0.826], [-1.605, -2.191, -3.290], [-2.083, 1.222, -2.847], [0.518, 3.033, -1.606], [1.271, -1.390, 2.730], [2.345, 2.755, 2.687], [4.986, -2.548, 0.033], [-1.057, 4.990, 4.606], [5.533, 1.661, 0.500], [4.472, 2.166, 3.860], [4.064, 1.893, -4.913], [-0.259, 3.396, -0.050], [3.262, -1.950, 3.861], [-3.991, -5.314, 2.182], [3.318, 4.191, -4.846], [-2.681, 1.664, -1.465], [3.017, 0.171, -3.401], [-2.173, -5.321, 4.000], [0.188, -3.007, 1.430], [4.875, -0.138, 4.577], [-0.776, 5.856, 0.440], [-3.347, -2.939, -4.956], [1.369, 4.852, -3.364]], "mulliken_charge": [1.3722, -0.7117, -0.8314, 2.0331, 1.7376, -0.6921, -0.7306, -0.3682, 0.0235, -0.2092, 0.0995, -0.8227, -0.3566, 0.2061, -0.6160, -0.2045, 0.8056, 1.0257, -1.0924, -0.3763, -0.5477, -0.4718, -1.0393, -0.4375, -0.7764, -0.2903, -0.4459, -0.5127, -0.6240, -0.6760, 0.3076, -0.9461, -0.1168, -0.3179, 0.6478, -0.8621, -0.3841, -0.6212, 0.0910, -0.1573, 0.2204, -0.9045, -0.8541, -0.3235, -0.1774, -0.3040, -0.3282, -0.4146, 0.3702, 0.1483, 0.2733, 0.3275, 0.4709, 0.4509, 0.2286, 0.4048, 0.3837, 0.4588, 0.2927, 0.3248, 0.1595, 0.0788, -0.0276, 0.3667, 0.3519, 0.3458, 0.5151, 0.3652, 0.3987, -0.2997, 0.3920, 0.3085, 0.2197, 0.2348, 0.4190, 0.4544, 0.8947, 0.4190, 0.4669, 0.3814, 0.3956]}

No. 2
{"formula": "CH3BrNO3S", "method": "ωB97M-V/def2-TZVPD", "smiles": "O=S(=O)([O-])CNBr", "e_lumo_ev": 3.4, "relative_energy_kcal_mol": 14.42, "total_charge": -1, "species": ["Br", "S", "O", "O", "O", "N", "C", "H", "H", "H"], "coordinates": [[2.844, -0.017, 0.196], [-0.248, 1.962, -0.107], [-1.498, 2.245, 0.465], [0.943, 2.574, 0.493], [-0.037, 2.004, -1.621], [1.254, -0.387, -0.713], [-0.190, 0.117, 0.303], [-0.007, -0.075, 1.264], [-1.084, -0.394, -0.195], [1.179, 0.453, -1.351]], "mulliken_charge": [-0.1003, 1.0760, -0.5959, -0.6059, -0.7316, -0.5384, -0.4895, 0.3576, 0.2325, 0.3955]}

No. 3
{"formula": "C3H3NOS", "method": "ωB97M-V/def2-TZVPD", "smiles": "CSC(=O)C#N", "e_lumo_ev": 0.2, "relative_energy_kcal_mol": 30.18, "total_charge": 0, "species": ["S", "O", "N", "C", "C", "C", "H", "H", "H"], "coordinates": [[-0.705, 1.646, 0.385], [-2.862, 0.098, 0.607], [-3.720, 3.633, 1.584], [-2.304, 1.134, 0.686], [0.083, 0.071, -0.088], [-3.196, 2.687, 1.225], [0.618, -0.317, 0.771], [-0.690, -0.621, -0.406], [0.773, 0.280, -0.898]], "mulliken_charge": [0.0043, -0.4022, -0.3348, 0.5784, -0.7771, 0.0264, 0.2920, 0.2956, 0.3174]}

No. 4
{"formula": "C2H4N4S", "method": "ωB97M-V/def2-TZVPD", "e_lumo_ev": -0.2, "relative_energy_kcal_mol": 123.52, "total_charge": 0, "species": ["S", "N", "N", "N", "N", "C", "C", "H", "H", "H", "H"], "coordinates": [[-2.822, -0.198, 0.216], [-0.193, 0.158, -0.139], [0.133, -1.127, -0.116], [0.867, 0.938, 0.137], [-1.450, 0.634, -0.292], [1.453, -1.144, 0.083], [1.952, 0.155, 0.302], [2.999, 0.493, 0.633], [-3.454, -0.012, -1.002], [2.055, -1.945, 0.075], [-1.541, 2.049, 0.102]], "mulliken_charge": [-0.0730, 1.2676, -0.6743, -0.8529, -0.6088, -0.3415, -0.0640, 0.3194, 0.1653, 0.4815, 0.3807]}

No. 5
{"formula": "C3H4INO", "method": "ωB97M-V/def2-TZVPD", "e_lumo_ev": -0.4, "relative_energy_kcal_mol": 106.58, "total_charge": 0, "species": ["I", "O", "N", "C", "C", "C", "H", "H", "H", "H"], "coordinates": [[-3.001, 0.048, -0.140], [-1.454, 0.788, 0.404], [-0.810, -1.740, 0.198], [0.021, -0.901, 0.210], [1.513, 0.673, -0.601], [1.063, -0.013, 0.411], [1.243, 0.684, -1.614], [2.151, 1.537, -0.511], [1.180, 0.286, 1.417], [-1.906, -1.361, 0.225]], "mulliken_charge": [0.2092, -0.7326, -0.4057, 0.5808, -0.5973, -0.1710, 0.2612, 0.2433, 0.3201, 0.2920]}

No. 6
{"formula": "C26H37AsN4Pt", "method": "ωB97M-V/def2-TZVPD", "e_lumo_ev": -6.4, "relative_energy_kcal_mol": 37.09, "total_charge": 2, "species": ["Pt", "As", "N", "N", "N", "N", "C", "C", "C", "C", "C", "C", "C", "C", "C", "C", "C", "C", "C", "C", "C", "C", "C", "C", "C", "C", "C", "C", "C", "C", "C", "C", "H", "H", "H", "H", "H", "H", "H", "H", "H", "H", "H", "H", "H", "H", "H", "H", "H", "H", "H", "H", "H", "H", "H", "H", "H", "H", "H", "H", "H", "H", "H", "H", "H", "H", "H", "H", "H"], "coordinates": [[-0.861, -1.015, 0.029], [0.215, 1.086, -0.073], [2.186, -1.263, 1.433], [-2.646, 0.037, -0.129], [0.355, -3.024, -0.318], [-2.311, -2.639, 0.183], [0.542, 1.559, 2.729], [-4.235, -2.718, -1.386], [-4.682, -1.359, -0.815], [2.997, -2.358, 1.987], [2.032, -4.467, 0.965], [3.194, -3.471, 0.973], [1.477, 3.247, -3.256], [-3.751, -0.186, -1.144], [2.638, 2.638, -3.711], [0.633, -3.855, 0.905], [-0.856, 2.649, -0.369], [-2.015, 5.038, -1.083], [3.130, 1.490, -3.099], [1.290, 1.546, -1.577], [0.797, 2.711, -2.170], [1.205, 1.983, 3.870], [-0.995, 4.513, -1.866], [1.206, 1.562, 1.504], [2.530, 1.974, 1.417], [3.192, 2.383, 2.570], [-2.431, 4.395, 0.077], [2.532, 2.389, 3.790], [-0.389, 3.317, -1.506], [2.441, 0.924, -2.036], [-2.739, -2.878, -1.227], [-1.856, 3.183, 0.436], [1.239, -2.726, -0.720], [-2.256, -2.136, -1.861], [4.050, 1.042, -3.448], [-2.478, 5.973, -1.371], [-0.082, -3.630, -1.003], [-5.673, -1.133, -1.206], [2.180, -0.493, 2.089], [-2.166, 2.691, 1.351], [-0.097, -4.668, 0.902], [-4.459, -2.763, -2.453], [4.103, -4.011, 1.235], [3.042, 1.999, 0.464], [3.052, 2.712, 4.683], [2.653, -0.921, 0.599], [3.382, -3.057, -0.026], [2.484, -2.750, 2.868], [0.455, -3.248, 1.789], [1.114, 4.139, -3.748], [4.224, 2.703, 2.509], [-3.293, -0.310, -2.124], [-2.336, 1.000, -0.263], [-2.057, -3.506, 0.645], [2.820, 0.024, -1.569], [-4.790, -3.529, -0.912], [3.170, 3.067, -4.549], [2.136, -5.173, 0.137], [-4.323, 0.741, -1.167], [-2.387, -3.855, -1.555], [0.690, 1.999, 4.822], [-3.084, -2.262, 0.719], [-4.811, -1.403, 0.274], [2.096, -5.041, 1.892], [-3.192, 4.840, 0.703], [-3.039, 0.005, 0.810], [-0.489, 1.230, 2.800], [3.967, -1.986, 2.328], [-0.670, 5.049, -2.748]], "mulliken_charge": [1.2935, 1.2265, 0.0593, -0.7142, -0.4568, -0.4833, -0.1218, -0.8533, -0.8501, -0.9536, -0.9823, -0.6883, -0.7793, -0.8022, -0.8774, -0.5648, 0.1343, -0.8376, -0.7047, -0.2995, 0.9527, -0.8272, -0.5367, -0.1346, 0.4891, -0.8140, -0.9164, -0.5666, -0.3633, -0.3014, -0.4468, 0.1018, 0.2067, 0.2508, 0.4656, 0.4388, 0.2642, 0.3746, 0.0571, 0.4257, 0.5497, 0.3983, 0.3444, 0.4090, 0.4282, -0.0923, 0.3795, 0.5421, 0.2941, 0.4277, 0.4679, 0.4439, 0.1104, 0.2824, 0.4258, 0.3514, 0.4138, 0.3694, 0.4317, 0.5109, 0.4218, 0.2808, 0.4200, 0.3980, 0.4595, 0.4082, 0.3482, 0.4736, 0.4367]}

No. 7
{"formula": "C17H19MnO2SiTe4", "method": "ωB97M-V/def2-TZVPD", "multiplicity": 2, "e_lumo_ev": [-6.8, -6.9], "total_charge": 1, "species": ["Te", "Te", "Te", "Te", "Mn", "Si", "O", "O", "C", "C", "C", "C", "C", "C", "C", "C", "C", "C", "C", "C", "C", "C", "C", "C", "C", "H", "H", "H", "H", "H", "H", "H", "H", "H", "H", "H", "H", "H", "H", "H", "H", "H", "H", "H"], "coordinates": [[-3.311, 0.629, 0.598], [-5.310, 0.141, -0.992], [-3.294, -3.487, -0.394], [-5.387, -2.443, -1.626], [-2.629, -1.705, 1.338], [0.212, -0.389, 0.147], [-0.980, -1.272, 0.811], [-3.056, -0.514, 3.972], [2.695, -0.852, -1.097], [0.458, 1.880, 3.612], [2.180, -2.169, 0.994], [0.138, 0.933, 2.648], [1.629, -1.615, -0.316], [1.475, 2.789, 3.367], [-2.877, -1.011, 2.972], [2.167, 2.744, 2.166], [1.833, 1.804, 1.200], [-1.326, -0.220, -2.270], [-1.600, 1.766, -3.598], [0.807, 0.886, 1.424], [-0.287, 1.835, -1.585], [-0.818, 2.475, -2.696], [-0.523, 0.474, -1.359], [-1.857, 0.418, -3.381], [1.016, -2.718, -1.174], [1.406, -2.681, 1.570], [1.738, 3.522, 4.118], [1.770, -3.485, -1.387], [0.182, -3.215, -0.670], [2.276, -0.335, -1.965], [0.312, 2.399, -0.879], [-2.462, -0.136, -4.088], [2.379, 1.793, 0.264], [2.975, 3.440, 1.981], [3.209, -0.123, -0.469], [-0.619, 3.526, -2.857], [-0.609, 0.190, 2.850], [0.665, -2.331, -2.134], [2.975, -2.895, 0.787], [-0.077, 1.892, 4.554], [3.454, -1.550, -1.468], [-1.535, -1.273, -2.111], [2.607, -1.381, 1.616], [-2.001, 2.263, -4.472]], "mulliken_charge": [0.3898, 0.2186, -0.0428, 0.1918, -0.1159, -0.7668, 0.4015, -0.2316, -1.6140, -0.6085, -1.7677, -0.5453, 1.8326, -0.5644, 0.4077, -0.8069, -0.3277, 0.2467, -0.4757, 0.7938, -0.1039, -0.7207, 0.3305, -0.8076, -1.5178, 0.3080, 0.4021, 0.4879, 0.1609, 0.3391, 0.3807, 0.4777, 0.3010, 0.4118, 0.3214, 0.4344, 0.3221, 0.3135, 0.5099, 0.4435, 0.4653, 0.3594, 0.3472, 0.4183]}

No. 8
{"formula": "C6H10N2O", "method": "ωB97M-V/def2-TZVPD", "smiles": "CC(C)(C)C(=O)NC#N", "e_lumo_ev": 0.2, "relative_energy_kcal_mol": 76.77, "total_charge": 0, "species": ["O", "N", "N", "C", "C", "C", "C", "C", "C", "H", "H", "H", "H", "H", "H", "H", "H", "H", "H"], "coordinates": [[-0.640, -1.354, -0.769], [0.275, -2.674, 2.544], [0.268, -0.556, 1.135], [-0.121, 0.951, -0.818], [0.368, -1.788, 1.792], [1.395, 1.342, -0.265], [-0.249, -0.407, -0.166], [-0.444, 1.004, -2.337], [-1.015, 2.016, -0.258], [-0.501, 3.066, -0.699], [0.128, 0.314, -2.952], [1.595, 2.419, -0.588], [-0.172, 2.111, -2.519], [2.206, 0.806, -0.604], [-2.113, 1.939, -0.470], [-1.416, 0.647, -2.435], [1.140, 0.259, 1.410], [-0.876, 1.848, 0.801], [1.723, 1.322, 0.762]], "mulliken_charge": [-0.5701, -0.4728, -0.1869, 1.3448, 0.3102, -1.5725, 0.0511, -1.4572, -1.1569, 0.3062, 0.3627, 0.3126, 0.3488, 0.6005, 0.3447, 0.4321, 0.2232, 0.3651, 0.4142]}